[1]
2 unconnected molecules or ions with the total composition C3H11NOS. Source: OMol25; level of theory: ωB97M-V/def2-TZVPD.

Output
Energy relative to the best compared isomer or geometry (same formula, charge and spin)   63.5 kJ/mol
Spin multiplicity   1
LUMO energy   0.828 eV
Energy   -17661.763 eV

The geometry in XYZ format:
```
17
Properties=species:S:1:pos:R:3:forces:R:3:lowdin_charge:R:1
C -2.03574 1.06835 0.83234 0.390 0.615 -0.074 -0.444
S -1.68422 -0.59990 0.29301 -0.053 -0.199 -0.139 0.718
C -2.06658 -0.42398 -1.47151 -0.535 0.150 0.759 -0.423
H -1.24596 1.77182 0.53499 -0.124 -0.241 -0.047 0.030
H -2.08158 1.09244 1.91647 -0.076 -0.146 0.108 0.028
H -2.98263 1.41533 0.42809 -0.159 -0.042 0.025 0.031
H -3.09109 -0.06247 -1.58660 0.004 -0.129 0.019 0.033
H -1.41889 0.30929 -1.93522 0.341 -0.176 -0.306 0.025
H -2.00680 -1.43131 -1.87039 0.231 0.115 -0.377 0.026
N 1.53546 0.81304 -0.30890 -0.081 -0.044 0.436 0.024
C 2.36476 0.13614 0.62330 -0.493 0.490 0.510 -0.375
O 3.45477 -0.58029 0.07927 0.439 -0.010 -0.015 -0.069
H 1.86502 1.66947 -0.71030 0.030 -0.134 -0.328 0.073
H 0.85372 0.25742 -0.79284 -0.023 0.191 -0.170 0.031
H 2.77441 0.87703 1.32325 0.161 -0.246 -0.219 0.116
H 1.72753 -0.52857 1.21627 0.024 -0.129 -0.126 0.105
H 3.17648 -0.94295 -0.76499 -0.076 -0.065 -0.056 0.071
```
Forces are in eV/Å.



[2]
A gas-phase ion, C3H5NOP (charge -1) in a non-equilibrium geometry. Source: OMol25; level of theory: ωB97M-V/def2-TZVPD.

Output
Energy relative to the best compared isomer or geometry (same formula, charge and spin)   120.0 kJ/mol
Spin multiplicity   1
LUMO energy   4.384 eV
Energy   -16013.934 eV
Net charge   -1

The geometry in XYZ format:
```
11
Properties=species:S:1:pos:R:3:forces:R:3:lowdin_charge:R:1
C -1.51707 0.82765 0.81841 -1.365 -1.982 -0.630 -0.497
C 1.00340 0.80540 0.25367 0.963 -0.637 1.250 -0.059
C -0.06459 -0.86916 -0.88283 -0.881 0.997 -0.267 -0.430
N 1.02654 -0.47431 -0.04715 0.575 2.602 0.752 -0.436
O 1.85462 -1.27949 0.54762 -0.646 -0.822 -0.105 -0.211
P -1.87183 -0.64274 -0.04180 1.378 2.630 1.166 0.598
H -2.36655 1.21249 1.45041 0.350 -0.490 -0.547 -0.140
H 0.41477 1.46344 -0.32024 -0.413 0.433 -0.417 0.011
H 1.51024 1.16238 1.18420 -0.163 -0.516 -1.259 0.090
H -0.01020 -0.33795 -1.84478 -0.196 0.181 0.414 0.066
H 0.02067 -1.86770 -1.11752 0.397 -2.395 -0.357 0.009
```
Forces are in eV/Å.



[3]
A molecular structure, C31H23ClNO4OsPS. Source: OMol25; level of theory: ωB97M-V/def2-TZVPD.

Output
Energy relative to the best compared isomer or geometry (same formula, charge and spin)   0.0 kJ/mol
Spin multiplicity   1
LUMO energy   -6.076 eV
Energy   -77301.058 eV
Net charge   +2

The geometry in XYZ format:
```
63
Properties=species:S:1:pos:R:3:forces:R:3:lowdin_charge:R:1
Os 0.98196 -0.19029 -1.18375 -0.243 0.010 -0.192 1.297
O -3.26910 -2.47492 -0.60510 0.014 0.031 -0.008 0.214
C -3.15839 -1.31132 -0.45219 -0.023 -0.038 0.029 -0.390
O -1.94902 -0.78333 0.09081 0.024 0.010 -0.005 -0.110
C -4.07508 -0.19305 -0.76814 0.005 0.006 -0.010 -0.132
C -5.34620 -0.34357 -1.29520 0.000 0.000 0.001 0.038
C -6.07544 0.80538 -1.56966 -0.002 0.000 -0.002 -0.010
C -5.53922 2.06848 -1.33116 0.002 0.004 0.001 -0.020
C -4.26163 2.21872 -0.80496 -0.002 -0.007 0.005 -0.031
C -3.54004 1.07065 -0.51853 -0.006 0.010 -0.006 -0.212
P -1.89568 0.82323 0.11490 0.004 0.016 -0.004 1.048
C -0.60390 1.27122 -1.03559 0.016 -0.041 0.024 -0.435
C -0.66986 0.54748 -2.29143 -0.011 0.077 -0.099 -0.215
C 0.44459 0.71527 -3.14082 0.064 -0.099 0.213 -0.160
C 1.42405 1.57527 -2.60980 0.146 0.020 0.127 -0.210
C 0.96333 2.79601 -1.90346 -0.021 0.008 -0.052 -0.125
C -0.08654 2.66298 -1.09876 0.030 -0.029 -0.001 -0.114
C -1.62842 1.46269 1.72774 -0.001 0.011 0.001 -0.275
C -0.38768 1.26615 2.34423 0.000 -0.019 0.003 -0.067
C -0.18833 1.74796 3.62380 -0.001 0.007 0.003 -0.040
C -1.21174 2.42212 4.28182 0.002 0.003 0.000 -0.028
C -2.44436 2.61094 3.67228 0.001 0.001 -0.007 -0.039
C -2.66225 2.12799 2.39298 -0.011 -0.010 0.000 -0.047
H -5.74764 -1.33091 -1.48048 0.001 0.000 -0.001 0.141
H -7.07324 0.72026 -1.97781 0.000 0.000 0.001 0.127
H -6.12658 2.94752 -1.55920 0.000 0.000 -0.001 0.125
H -3.85437 3.20548 -0.62656 -0.001 0.002 0.000 0.125
H -1.44587 -0.16396 -2.53863 0.006 -0.025 0.056 0.131
H 0.58000 0.10324 -4.02070 0.001 -0.004 0.000 0.138
H 2.40298 1.58748 -3.07119 -0.033 0.058 -0.055 0.118
H 1.47719 3.73253 -2.06745 -0.013 0.005 -0.011 0.128
H -0.52886 3.47197 -0.53338 -0.006 -0.009 0.001 0.123
H 0.40123 0.72439 1.83758 0.004 -0.010 0.000 0.052
H 0.76326 1.59552 4.11419 0.001 -0.001 0.000 0.119
H -1.04777 2.79834 5.28285 -0.001 -0.002 0.000 0.123
H -3.23673 3.12853 4.19474 0.001 0.001 -0.002 0.122
H -3.62784 2.26168 1.92307 0.002 0.001 0.002 0.108
Cl -0.02436 -6.83307 1.86477 0.001 0.003 0.001 0.733
C 0.38311 -5.23770 1.36068 0.013 -0.003 -0.001 -0.653
C 1.13312 -4.41260 2.21765 -0.007 0.004 0.002 -0.044
C 1.47231 -3.13306 1.85361 -0.007 -0.009 0.010 0.021
C 1.07029 -2.61894 0.61296 0.021 -0.001 -0.023 -0.297
O 1.41181 -1.37234 0.32526 0.082 0.075 0.015 -0.292
C 0.33412 -3.45290 -0.25272 -0.025 -0.012 0.016 -0.131
C -0.05965 -3.02077 -1.53583 0.067 0.016 -0.056 -0.113
O 0.14376 -1.89146 -2.04566 -0.019 -0.042 0.023 -0.139
C -0.00693 -4.76889 0.13976 -0.011 0.013 0.006 -0.027
H 1.44025 -4.80210 3.17935 0.000 -0.002 -0.001 0.123
H 2.04514 -2.49799 2.51526 -0.001 -0.001 -0.001 0.129
H -0.57764 -3.73690 -2.17832 -0.024 0.012 0.011 0.158
H -0.57952 -5.39600 -0.53155 0.000 0.001 -0.002 0.130
S 2.42275 1.22604 0.15163 -0.014 -0.017 -0.034 0.792
C 4.02679 0.73363 -0.22056 -0.025 -0.032 0.039 -0.606
N 5.00190 1.24203 0.57377 -0.004 0.007 -0.013 0.065
C 6.32217 0.98448 0.42955 0.014 0.007 -0.012 -0.026
C 6.75026 0.15837 -0.56480 0.015 0.010 0.012 -0.021
C 5.78562 -0.39919 -1.41477 -0.016 -0.020 -0.010 -0.005
C 4.44970 -0.12008 -1.24928 -0.011 0.023 0.029 -0.066
H 4.71114 1.85796 1.32350 0.000 -0.003 -0.001 0.155
H 6.97941 1.46751 1.13754 0.000 -0.001 0.001 0.146
H 7.80212 -0.05022 -0.68325 0.000 -0.002 0.001 0.127
H 6.09641 -1.05875 -2.21455 -0.002 0.003 -0.002 0.131
H 3.70908 -0.54522 -1.91102 0.008 -0.010 -0.020 0.090
```
Forces are in eV/Å.